(1)
DFT (ωB97M-V/def2-TZVPD) results for a structure of composition C12H29F3MnN2O6S at a distorted geometry.

The geometry in XYZ format:
```
54
C12H29F3MnN2O6S (ωB97M-V/def2-TZVPD)
Mn -8.27031 -11.89212 14.23039
C -7.57769 -15.75733 13.27974
C -8.90768 -14.97010 13.27508
C -9.78970 -15.45707 14.42482
O -8.71583 -13.61098 13.28514
H -7.71725 -16.75389 12.85332
H -7.20496 -15.88380 14.30621
H -6.82450 -15.21984 12.70492
H -9.41985 -15.28089 12.34221
H -10.08921 -16.50333 14.29547
H -10.64694 -14.80458 14.59010
H -9.21537 -15.49299 15.36462
C -7.31928 -8.56908 11.67094
F -6.13111 -8.98481 12.22472
F -7.90153 -7.79692 12.59238
F -7.03140 -7.83776 10.60925
S -8.33551 -10.04879 11.26733
O -7.48220 -10.81228 10.42113
O -8.49979 -10.59640 12.62104
O -9.55400 -9.51487 10.71936
C -10.85990 -10.72316 16.88899
C -10.69884 -10.23947 15.44293
C -9.46406 -9.34096 15.34500
O -8.29038 -10.14957 15.54899
C -7.18002 -9.34904 15.94867
N -10.53462 -11.40058 14.52361
H -9.94385 -11.15423 17.29022
H -11.71916 -11.38076 17.02123
H -11.05908 -9.85908 17.53663
H -11.53573 -9.59654 15.15966
H -9.52523 -8.57058 16.11018
H -9.37982 -8.94987 14.32939
H -6.73574 -8.87334 15.07033
H -6.42012 -10.02291 16.35125
H -7.46394 -8.64721 16.72807
H -10.95143 -12.24096 14.91496
H -11.08836 -11.20316 13.69646
C -4.12625 -13.08482 14.64741
C -5.62506 -12.90975 14.67182
C -6.18945 -13.00120 16.07708
O -7.61956 -12.90378 16.03204
C -8.24882 -13.50671 17.14927
N -6.06210 -11.66499 13.95759
H -3.64343 -12.29488 15.23167
H -3.76436 -12.99742 13.61806
H -3.74511 -14.05799 14.96087
H -6.13434 -13.70121 14.11431
H -5.77485 -12.22908 16.73299
H -5.92824 -14.01214 16.39834
H -8.21722 -12.84833 18.02146
H -7.75917 -14.44905 17.41466
H -9.26696 -13.75828 16.86426
H -5.43316 -10.90131 14.20225
H -5.84723 -11.82236 12.97243
```

Summary:
total energy	-2884.41151	Ha
gap between HOMO and LUMO (alpha / beta)	0.288 / 0.301	Eh
⟨S²⟩	8.75
energy above the lowest of the compared OMol25 structures with the same formula, charge and spin	16.75	kcal/mol
total charge	0
spin multiplicity	6
lowest unoccupied orbital energy (alpha / beta)	0.20 / 0.19	eV
highest occupied orbital energy (alpha / beta)	-7.625 / -8.006	eV

These are the natural (NBO) partial charges, in e, on atoms 1 to 6: number 1, Mn, carries 1.450; number 2, C, carries -0.626; number 3, C, carries 0.127; number 4, C, carries -0.618; number 5, O, carries -0.984; number 6, H, carries 0.206

(2)
DFT (ωB97M-V/def2-TZVPD) results for a cluster of 22 separate species, C30H35Cl63N3 in total at a distorted geometry.

The geometry in XYZ format:
```
131
C30H35Cl63N3 (ωB97M-V/def2-TZVPD)
C 0.45142 2.68322 2.42786
C 0.57576 4.05639 2.71119
C -0.59849 4.80192 2.50178
C -1.77572 4.28562 2.05084
C -2.99664 5.18122 1.90164
C -3.95254 4.64941 0.81747
N -4.67681 3.40725 1.21920
C -5.28297 3.47619 2.59078
C -4.21992 3.94953 3.60570
N -3.63376 5.22416 3.23650
N -1.89612 2.98767 1.76364
C -0.80998 2.27222 1.95459
H 1.28810 2.01365 2.55422
H 1.49949 4.49245 3.06846
H -0.56785 5.87557 2.72006
H -2.69962 6.20847 1.66004
H -4.72985 5.40790 0.64028
H -3.42728 4.46739 -0.12774
H -5.45767 3.28864 0.56360
H -4.10681 2.55605 1.14452
H -6.06676 4.24623 2.58134
H -5.68762 2.49594 2.86446
H -3.48038 3.15672 3.76682
H -4.71969 4.09633 4.57431
H -4.29373 5.99395 3.29482
H -0.91955 1.21325 1.74214
C 4.43451 0.57150 1.62460
Cl 3.46857 0.45702 3.10339
Cl 4.67734 -1.02277 0.91941
Cl 3.65683 1.65128 0.46118
H 5.40025 0.98879 1.88201
C 3.11946 -4.91860 0.24430
Cl 2.02717 -3.96202 1.24337
Cl 4.19469 -3.88159 -0.69643
Cl 4.04998 -6.03708 1.24539
H 2.52172 -5.49962 -0.44693
C -1.95651 -4.84808 0.37939
Cl -1.60396 -4.21553 1.98816
Cl -2.71500 -3.60499 -0.62068
Cl -0.48867 -5.44727 -0.38474
H -2.65115 -5.67458 0.48333
C -3.61573 0.12606 -1.98622
Cl -3.24935 0.77830 -0.37741
Cl -4.36234 1.36106 -3.00622
Cl -2.15575 -0.49848 -2.74456
H -4.31954 -0.69028 -1.87054
C -5.58314 -5.17375 -3.23679
Cl -5.23088 -3.45577 -3.48500
Cl -4.28576 -5.94930 -2.32926
Cl -7.13037 -5.37819 -2.41617
H -5.64810 -5.64800 -4.20815
C -0.10892 8.33033 0.78068
Cl -0.73138 8.14826 2.42850
Cl -0.23970 6.80880 -0.10952
Cl -0.95416 9.61484 -0.07430
H 0.94054 8.59788 0.84136
C -8.69880 2.11171 -0.82073
Cl -7.71785 3.54725 -1.16927
Cl -7.91281 0.65893 -1.42908
Cl -9.01016 1.97965 0.91140
H -9.64816 2.22495 -1.32998
C 1.64865 10.57105 -3.28052
Cl 1.15166 9.19840 -2.27908
Cl 0.64514 11.98227 -2.92933
Cl 3.35186 10.95453 -3.04616
H 1.50421 10.29811 -4.31846
C 5.46353 7.80613 -0.61937
Cl 3.81706 8.42787 -0.75237
Cl 6.49429 8.50853 -1.87229
Cl 6.13150 8.11790 0.98452
H 5.42319 6.73135 -0.77276
C 0.43736 4.82213 6.79336
Cl 1.68338 6.01290 7.17001
Cl -0.97053 5.03597 7.83919
Cl -0.03158 4.93050 5.08422
H 0.84560 3.83519 6.96508
C 1.43034 3.74952 11.09324
Cl 1.21559 3.25329 9.40923
Cl 0.58006 2.64942 12.17679
Cl 3.14277 3.83232 11.50278
H 1.00444 4.73877 11.20933
C 4.89051 -8.40481 -1.82021
Cl 3.74139 -7.11256 -2.18562
Cl 4.12325 -9.98095 -2.03003
Cl 6.32593 -8.26672 -2.83113
H 5.19176 -8.30739 -0.78286
C 4.38572 -10.03724 2.97848
Cl 5.54676 -8.77695 3.40411
Cl 2.89968 -9.85744 3.91421
Cl 4.03847 -10.00294 1.24780
H 4.82397 -10.99821 3.21803
C 2.76549 -8.84738 -5.38745
Cl 1.65025 -7.52061 -5.72014
Cl 1.97182 -10.40713 -5.63679
Cl 4.20853 -8.71463 -6.39104
H 3.06656 -8.78548 -4.34890
C 0.05505 6.50418 -5.34024
Cl 1.07190 7.89167 -5.73598
Cl 0.83074 5.00749 -5.85827
Cl -0.31439 6.43272 -3.61079
H -0.87772 6.60923 -5.88216
C -0.01773 -1.16887 4.35654
Cl -1.68630 -1.73675 4.22622
Cl 0.11697 0.45245 3.65826
Cl 0.52083 -1.18746 6.03587
H 0.62017 -1.83568 3.78697
C -0.56878 -9.56025 0.08319
Cl -1.77640 -8.30998 -0.24385
Cl -1.24948 -11.16700 -0.16501
Cl 0.85754 -9.32200 -0.92974
H -0.26615 -9.47512 1.11983
C -0.03990 -13.01550 -7.93205
Cl -1.44537 -13.52730 -6.99350
Cl 0.72972 -14.40143 -8.70654
Cl -0.49652 -11.80370 -9.13034
H 0.67499 -12.56687 -7.25371
C 3.81582 -14.18906 -2.14810
Cl 4.16917 -13.49956 -0.56030
Cl 3.09951 -12.96984 -3.20585
Cl 5.27407 -14.86448 -2.87325
H 3.09823 -14.98961 -2.01854
C -2.82160 9.51371 -3.83979
Cl -3.93461 10.79335 -4.32254
Cl -3.61043 7.93397 -3.94110
Cl -1.35999 9.54628 -4.82882
H -2.53457 9.68386 -2.80860
C 5.46568 5.16087 -3.31294
Cl 6.84866 4.24443 -3.90407
Cl 4.07139 4.95136 -4.37065
Cl 5.06175 4.67948 -1.65428
H 5.73121 6.21171 -3.30481
```

Summary:
total energy	-30320.13649	Ha
gap between HOMO and LUMO	0.354	Eh
total charge	+1
spin multiplicity	1
lowest unoccupied orbital energy	-2.09	eV
highest occupied orbital energy	-11.723	eV

These are the Löwdin partial charges, in e, on atoms 1 to 6: number 1, C, carries -0.167; number 2, C, carries -0.136; number 3, C, carries -0.217; number 4, C, carries -0.277; number 5, C, carries -0.253; number 6, C, carries -0.064

Which of these has the lowest spin multiplicity?
C30H35Cl63N3